This record from the OMol25 dataset describes 3 unconnected molecules or ions with the total composition C46H77FN3O5P. The level of theory is wB97M-V/def2-TZVPD.

Last column: Mulliken charge in e.
Cartesian coordinates (Å):
C  3.24  -5.03  1.96  -0.771
C  4.52  -4.70  1.14  -0.585
C  4.21  -3.69  0.00  -0.293
C  4.78  -2.28  0.37  -0.840
C  3.79  -1.56  1.31  1.106
C  4.38  -0.19  1.75  -1.292
C  4.52  0.83  0.62  -0.953
C  3.15  1.39  0.11  -0.410
C  2.72  2.45  1.17  -0.570
C  1.20  2.70  0.99  -0.648
C  0.50  3.53  2.09  -0.706
C  0.86  3.21  3.56  -1.025
C  -0.17  2.34  4.34  -0.695
C  0.13  0.81  4.28  -0.776
C  -0.28  0.25  2.89  0.880
C  -1.06  -1.05  2.89  -0.450
C  -2.19  -1.30  3.55  1.210
C  -2.87  -0.29  4.43  -0.073
C  -3.53  0.76  3.81  -0.432
C  -4.13  1.66  4.68  -0.685
C  -4.00  1.42  6.03  -0.327
N  -3.35  0.44  6.62  -0.650
C  -2.77  -0.43  5.80  -0.045
C  -2.84  -2.66  3.38  -0.707
O  -3.33  -3.27  4.31  -0.534
C  -2.75  -3.20  1.94  -0.109
C  -1.57  -2.93  1.26  0.023
C  -1.36  -3.32  -0.04  0.559
C  -0.12  -3.03  -0.84  -1.133
C  -2.41  -3.99  -0.66  0.270
F  -2.20  -4.31  -1.94  -0.468
C  -3.58  -4.26  -0.03  0.961
C  -4.76  -4.95  -0.75  -1.058
O  -4.71  -4.81  -2.16  -0.453
C  -5.49  -3.73  -2.61  -0.699
C  -4.83  -2.34  -2.38  -0.264
C  -3.79  -3.87  1.31  0.868
P  -5.34  -4.15  2.30  0.156
O  -6.28  -2.81  1.96  -0.475
O  -6.14  -5.51  1.74  -0.475
C  -0.50  -2.15  2.01  -0.108
O  0.68  -2.39  1.95  -0.567
H  2.66  -5.81  1.45  0.335
H  3.53  -5.41  2.94  0.338
H  2.59  -4.16  2.05  -0.030
H  5.25  -4.28  1.84  0.314
H  4.90  -5.63  0.69  0.358
H  3.12  -3.58  -0.04  -0.176
H  4.64  -3.96  -0.96  0.483
H  4.85  -1.67  -0.53  0.335
H  5.75  -2.36  0.88  0.296
H  2.81  -1.40  0.84  -0.741
H  3.68  -2.14  2.24  0.337
H  5.37  -0.38  2.18  0.535
H  3.76  0.17  2.59  0.262
H  5.16  0.47  -0.19  0.374
H  5.05  1.70  1.05  0.535
H  3.34  1.84  -0.87  0.398
H  2.42  0.58  0.04  0.138
H  3.25  3.37  0.91  0.339
H  2.99  2.03  2.14  0.325
H  0.72  1.73  0.79  0.254
H  1.10  3.26  0.05  0.469
H  0.63  4.60  1.88  0.556
H  -0.58  3.34  1.97  0.043
H  1.84  2.76  3.71  0.522
H  0.89  4.17  4.09  0.393
H  -1.16  2.52  3.88  0.192
H  -0.23  2.68  5.38  0.475
H  -0.35  0.32  5.12  0.432
H  1.21  0.72  4.43  0.528
H  0.65  0.08  2.33  -0.455
H  -0.86  1.00  2.33  -0.074
H  -3.57  0.86  2.73  0.749
H  -4.68  2.52  4.30  0.405
H  -4.51  2.13  6.69  0.382
H  -2.21  -1.26  6.22  0.536
H  0.75  -2.78  -0.23  -0.309
H  0.10  -3.86  -1.52  0.422
H  -0.33  -2.14  -1.46  0.348
H  -5.65  -4.41  -0.41  0.280
H  -4.80  -6.00  -0.46  0.426
H  -6.52  -3.73  -2.24  0.285
H  -5.57  -3.86  -3.70  0.439
H  -5.04  -1.72  -3.26  0.374
H  -3.75  -2.40  -2.31  0.067
H  -5.31  -1.88  -1.51  0.012
H  -5.80  -2.25  1.34  0.379
H  -6.80  -5.22  1.09  0.349
C  -7.24  4.32  -2.81  -1.434
C  -6.21  3.89  -1.78  -0.330
N  -6.13  2.45  -1.61  0.217
C  -5.36  2.05  -0.45  -0.803
C  -3.86  2.38  -0.43  -0.475
C  -5.89  1.68  -2.82  -0.435
C  -4.62  1.98  -3.62  -1.050
H  -8.23  3.92  -2.57  0.336
H  -7.31  5.41  -2.82  0.438
H  -6.97  4.01  -3.82  0.298
H  -6.50  4.33  -0.82  0.435
H  -5.24  4.33  -2.05  0.261
H  -5.48  0.97  -0.29  0.177
H  -5.82  2.51  0.43  0.378
H  -3.29  1.72  -1.08  0.147
H  -3.47  2.24  0.58  0.108
H  -3.66  3.41  -0.71  0.305
H  -6.75  1.81  -3.48  0.348
H  -5.91  0.61  -2.57  0.094
H  -4.45  3.05  -3.73  0.330
H  -4.72  1.56  -4.63  0.397
H  -3.74  1.53  -3.17  0.249
C  5.89  3.44  -2.37  -1.194
C  7.13  3.00  -3.14  -0.432
N  7.09  1.60  -3.52  0.233
C  8.37  1.11  -4.01  -0.692
C  8.91  1.70  -5.32  -0.986
C  5.93  1.17  -4.27  -0.391
C  5.62  1.87  -5.59  -1.157
H  5.74  2.82  -1.48  0.075
H  6.02  4.47  -2.04  0.497
H  4.99  3.41  -2.98  0.306
H  8.00  3.16  -2.50  0.466
H  7.25  3.66  -4.01  0.239
H  8.32  0.02  -4.12  0.347
H  9.12  1.28  -3.23  0.418
H  8.39  1.32  -6.19  0.221
H  9.96  1.42  -5.44  0.408
H  8.87  2.79  -5.33  0.271
H  5.05  1.28  -3.62  -0.031
H  6.00  0.09  -4.44  0.466
H  5.73  2.95  -5.53  0.240
H  4.59  1.67  -5.89  0.431
H  6.25  1.50  -6.40  0.288

Calculated values
Highest occupied orbital energy (Ha): -0.301
HOMO-LUMO gap (eV): 7.43
Charge: 0
Structure (SMILES): CCCCCCCCCCCCCCCC1=C(c2cccnc2)C(=O)c2c(c(C)c(F)c(COCC)c2P(O)O)C1=O.CCN(CC)CC.CCN(CC)CC
LUMO (eV): -0.77


This record from the OMol25 dataset describes a molecular structure, C46H78BaGeN6O3P3. The level of theory is wB97M-V/def2-TZVPD.

Last column: Mulliken charge in e.
Cartesian coordinates (Å):
Ba  0.82  -0.72  -0.46  2.388
C  0.32  2.14  4.24  -0.851
C  0.59  0.66  4.51  0.367
C  -0.08  0.15  5.78  -1.472
P  0.33  -0.38  2.99  0.225
C  -1.53  -0.62  2.77  -0.642
N  -2.22  0.40  2.00  -0.037
Ge  -1.78  0.73  0.14  0.545
N  -3.42  -0.19  -0.64  -0.230
C  -3.45  -1.62  -0.55  -1.830
P  -1.98  -2.49  -1.27  1.431
C  -2.37  -4.25  -0.81  0.521
C  -1.99  -4.50  0.65  -1.429
C  -3.79  -4.71  -1.11  -1.882
C  -2.28  -2.35  -3.09  0.388
C  -1.55  -3.46  -3.84  -1.560
C  -1.77  -0.99  -3.55  -1.428
C  -4.62  0.46  -0.53  0.161
C  -5.87  -0.07  -0.89  -0.752
C  -7.03  0.66  -0.72  -0.871
C  -7.01  1.92  -0.16  -1.296
C  -5.79  2.46  0.21  0.391
C  -4.61  1.76  0.00  0.106
N  -3.32  2.28  0.40  1.138
C  -3.32  2.49  1.85  0.929
C  -3.81  3.66  2.40  -0.473
C  -3.96  3.78  3.78  -1.444
C  -3.62  2.70  4.57  -0.873
C  -3.08  1.54  4.02  -0.825
C  -2.86  1.43  2.64  0.497
C  -2.84  3.44  -0.31  0.539
C  -3.64  4.25  -1.10  0.135
C  -3.11  5.39  -1.69  -1.363
C  -1.79  5.70  -1.46  -0.810
C  -0.97  4.88  -0.71  -1.161
C  -1.46  3.68  -0.14  -0.082
N  -0.76  2.73  0.53  0.521
C  0.66  2.95  0.62  -0.581
P  1.77  2.30  -0.74  1.290
C  1.33  3.08  -2.36  0.462
C  2.49  2.83  -3.33  -1.571
C  0.07  2.44  -2.93  -1.537
C  3.40  3.05  -0.28  0.775
C  3.48  4.57  -0.45  -1.682
C  3.77  2.65  1.15  -1.793
C  0.90  -2.08  3.54  0.533
C  1.63  -2.77  2.39  -0.635
C  -0.16  -3.01  4.13  -1.632
H  0.37  2.69  5.18  0.537
H  -0.66  2.32  3.81  0.120
H  1.07  2.55  3.57  -0.121
H  1.67  0.55  4.66  0.484
H  -1.17  0.20  5.71  0.229
H  0.20  0.78  6.64  0.505
H  0.20  -0.87  6.02  0.305
H  -2.02  -0.79  3.72  0.727
H  -1.62  -1.57  2.23  -0.724
H  -4.32  -2.04  -1.07  0.359
H  -3.52  -1.96  0.50  0.112
H  -1.68  -4.83  -1.42  0.227
H  -2.63  -3.94  1.34  0.294
H  -0.96  -4.23  0.85  -0.059
H  -2.11  -5.56  0.89  0.575
H  -4.51  -4.22  -0.46  0.338
H  -3.89  -5.79  -0.95  0.467
H  -4.07  -4.50  -2.14  0.358
H  -3.36  -2.42  -3.27  0.568
H  -0.49  -3.47  -3.58  0.150
H  -1.63  -3.30  -4.92  0.485
H  -1.97  -4.45  -3.63  0.349
H  -0.68  -0.94  -3.45  0.049
H  -2.22  -0.17  -2.98  0.149
H  -2.00  -0.84  -4.61  0.634
H  -5.95  -1.06  -1.32  0.358
H  -7.98  0.21  -1.01  0.401
H  -7.93  2.48  0.00  0.418
H  -5.74  3.43  0.68  0.498
H  -4.08  4.47  1.73  0.568
H  -4.35  4.69  4.21  0.409
H  -3.76  2.75  5.64  0.445
H  -2.81  0.74  4.69  0.530
H  -4.68  3.99  -1.26  0.631
H  -3.74  6.03  -2.31  0.376
H  -1.36  6.60  -1.89  0.417
H  0.07  5.15  -0.59  0.435
H  1.03  2.44  1.52  -1.272
H  0.87  4.02  0.78  0.753
H  1.18  4.15  -2.25  0.599
H  2.71  1.76  -3.41  0.105
H  3.42  3.33  -3.03  0.320
H  2.23  3.19  -4.32  0.555
H  0.23  1.37  -3.10  0.117
H  -0.17  2.89  -3.89  0.592
H  -0.80  2.56  -2.28  -0.155
H  4.11  2.56  -0.95  -0.027
H  2.74  5.08  0.16  0.249
H  3.33  4.88  -1.49  0.341
H  4.47  4.93  -0.14  0.490
H  3.18  3.19  1.88  0.396
H  4.82  2.87  1.34  0.486
H  3.62  1.58  1.32  0.152
H  1.64  -1.86  4.32  0.651
H  0.94  -3.03  1.58  -0.494
H  2.06  -3.72  2.71  0.724
H  2.44  -2.17  1.98  0.023
H  -0.86  -3.35  3.36  0.108
H  -0.74  -2.55  4.93  0.336
H  0.32  -3.90  4.54  0.523
C  4.11  -4.92  -0.25  -1.289
O  3.17  -3.87  -0.45  0.525
C  2.13  -4.12  -1.32  0.486
C  1.72  -5.52  -1.64  -1.592
H  3.65  -5.79  0.21  0.379
H  4.87  -4.52  0.42  0.282
H  4.59  -5.20  -1.19  0.401
H  2.49  -6.07  -2.20  0.384
H  0.82  -5.49  -2.25  0.295
H  1.51  -6.10  -0.74  0.405
O  2.09  -3.33  -2.43  -0.470
O  2.03  -1.97  -1.99  -0.738
C  6.75  -0.07  -1.46  -1.893
C  5.55  -0.71  -2.15  1.698
C  5.47  -0.23  -3.60  -1.664
C  5.66  -2.24  -2.13  -1.552
N  4.31  -0.21  -1.51  0.343
N  4.01  -0.77  -0.23  -0.177
H  7.69  -0.45  -1.87  0.446
H  6.76  -0.29  -0.39  0.400
H  6.73  1.01  -1.58  0.339
H  6.36  -0.50  -4.16  0.442
H  5.36  0.86  -3.62  0.286
H  4.61  -0.67  -4.10  0.348
H  6.49  -2.57  -2.76  0.569
H  4.74  -2.69  -2.49  0.142
H  5.86  -2.61  -1.12  0.302
H  3.54  -0.53  -2.10  -0.092
H  4.73  -0.47  0.42  0.272
H  4.00  -1.79  -0.26  -0.054

Calculated values
Highest occupied orbital energy (spin up / spin down) (Ha): -0.229 / -0.229
2S+1: 2
HOMO-LUMO gap (spin up / spin down) (eV): 6.36 / 6.36
Charge: 0
Relative energy (zero: lowest compared OMol25 entry of this formula, charge and spin) (kJ/mol): 107.7
LUMO (spin up / spin down) (eV): 0.14 / 0.13


This record from the OMol25 dataset describes a molecular structure, C46H84N9O3RbS2. The level of theory is wB97M-V/def2-TZVPD.

Last column: Mulliken charge in e.
Cartesian coordinates (Å):
Rb  -0.59  1.18  0.67  -0.369
C  4.25  -5.23  1.11  -1.922
C  3.17  -5.35  2.19  2.057
C  3.85  -5.29  3.56  -1.784
C  2.47  -6.71  2.02  -1.713
C  2.12  -4.25  2.07  -0.770
C  2.11  -3.31  1.09  0.062
C  1.09  -2.32  1.02  -2.017
N  1.02  -1.38  0.08  1.035
C  1.60  -1.44  -1.11  -1.839
C  1.98  -2.64  -1.77  -0.023
C  2.70  -2.62  -2.92  -0.491
C  3.11  -1.35  -3.42  -0.353
C  2.69  -0.16  -2.91  -0.515
C  1.79  -0.14  -1.77  0.442
O  1.25  0.88  -1.32  0.178
C  3.04  1.16  -3.59  2.973
C  4.12  1.03  -4.67  -2.393
C  1.76  1.69  -4.26  -1.221
C  3.55  2.17  -2.55  -1.763
C  3.13  -3.89  -3.63  1.885
C  2.12  -5.02  -3.39  -1.842
C  3.25  -3.69  -5.15  -1.978
C  4.50  -4.31  -3.07  -1.309
C  0.07  -2.22  2.07  0.766
O  -0.79  -1.33  2.00  0.353
C  0.12  -3.24  3.09  0.088
C  1.09  -4.21  3.04  -0.496
C  -0.85  -3.30  4.28  2.234
C  -1.66  -4.60  4.19  -1.792
C  -1.85  -2.14  4.33  -2.233
C  -0.05  -3.27  5.59  -1.754
H  4.99  -6.02  1.25  0.537
H  4.77  -4.27  1.18  0.402
H  3.83  -5.34  0.12  0.119
H  4.63  -6.04  3.62  0.474
H  3.15  -5.46  4.36  0.332
H  4.31  -4.31  3.70  0.361
H  3.20  -7.52  2.06  0.503
H  1.96  -6.75  1.06  0.289
H  1.74  -6.87  2.80  0.319
H  2.91  -3.24  0.37  0.890
H  1.61  -3.56  -1.35  0.932
H  3.75  -1.35  -4.29  0.415
H  3.76  0.45  -5.52  0.375
H  5.01  0.56  -4.27  0.479
H  4.39  2.02  -5.03  0.456
H  1.39  0.97  -4.98  0.292
H  1.95  2.63  -4.77  0.588
H  0.99  1.84  -3.50  -0.110
H  4.47  1.80  -2.10  0.456
H  2.81  2.32  -1.77  0.064
H  3.75  3.13  -3.02  0.466
H  1.11  -4.68  -3.63  0.416
H  2.14  -5.36  -2.36  0.176
H  2.35  -5.88  -4.03  0.485
H  2.35  -3.21  -5.54  0.386
H  3.38  -4.65  -5.65  0.475
H  4.11  -3.07  -5.41  0.365
H  4.43  -4.46  -1.99  0.075
H  5.24  -3.54  -3.25  0.320
H  4.84  -5.24  -3.53  0.463
H  1.10  -4.97  3.80  0.357
H  -2.22  -4.64  3.25  0.324
H  -2.38  -4.66  5.01  0.485
H  -1.02  -5.48  4.23  0.332
H  -2.52  -2.17  3.47  0.237
H  -1.34  -1.19  4.34  0.436
H  -2.46  -2.23  5.24  0.561
H  0.61  -4.13  5.67  0.345
H  -0.73  -3.29  6.44  0.491
H  0.55  -2.37  5.63  0.357
C  -5.68  0.15  1.07  -0.961
C  -4.71  -0.90  1.66  -0.710
N  -3.45  -0.89  0.93  1.521
C  -3.34  -1.78  -0.20  -0.585
C  -4.14  -1.34  -1.42  -0.883
S  -3.70  0.33  -2.03  0.007
C  -5.28  1.24  -1.82  -0.990
C  -5.38  2.02  -0.50  -0.601
N  -4.94  1.34  0.69  0.072
H  -6.43  0.42  1.83  0.408
H  -6.24  -0.28  0.23  0.399
H  -5.20  -1.88  1.66  0.353
H  -4.50  -0.62  2.70  0.351
H  -2.66  -1.05  1.55  -0.737
H  -3.66  -2.81  0.05  0.385
H  -2.28  -1.82  -0.47  -0.027
H  -5.21  -1.34  -1.21  0.344
H  -3.95  -2.03  -2.24  0.600
H  -6.09  0.51  -1.93  0.480
H  -5.34  1.93  -2.66  0.575
H  -6.42  2.33  -0.36  0.463
H  -4.76  2.92  -0.59  0.041
H  -3.97  1.03  0.54  -0.085
N  0.10  5.08  1.11  -0.085
C  1.46  5.25  1.59  -1.008
C  2.14  3.89  1.82  -0.246
C  1.78  3.30  3.18  0.130
C  2.46  1.96  3.47  -1.039
N  1.86  0.90  2.69  -0.009
H  -0.40  5.96  1.17  0.256
H  -0.40  4.39  1.66  -0.095
H  1.52  5.83  2.53  0.396
H  2.01  5.81  0.82  0.403
H  3.22  4.02  1.76  0.464
H  1.82  3.23  1.01  -0.084
H  0.70  3.14  3.24  -0.286
H  2.08  4.01  3.96  0.448
H  2.30  1.72  4.53  0.438
H  3.55  2.06  3.31  0.385
H  2.16  -0.02  3.02  0.138
H  2.14  0.97  1.72  -0.068
C  -2.13  3.22  -3.28  -0.617
N  -1.80  3.86  -2.01  0.717
C  -0.46  4.43  -2.12  0.403
N  -0.38  5.41  -3.21  0.124
C  -0.73  4.73  -4.45  -0.293
N  -2.07  4.16  -4.40  0.186
C  -3.02  5.23  -4.13  -0.762
N  -2.72  5.93  -2.88  0.005
C  -2.75  4.95  -1.79  -0.761
C  -1.36  6.46  -2.97  -0.730
H  -3.14  2.80  -3.23  0.183
H  -1.42  2.40  -3.47  -0.093
H  0.25  3.63  -2.31  -0.554
H  -0.21  4.92  -1.17  0.063
H  -0.01  3.93  -4.63  -0.031
H  -0.69  5.45  -5.27  0.370
H  -4.03  4.81  -4.06  0.336
H  -2.99  5.95  -4.95  0.350
H  -3.76  4.55  -1.73  0.259
H  -2.50  5.46  -0.86  0.187
H  -1.12  6.97  -2.03  0.359
H  -1.32  7.18  -3.79  0.368
C  -2.11  3.45  4.99  -1.103
S  -2.64  3.65  3.23  0.352
C  -4.15  2.63  3.37  -0.379
O  -1.67  2.84  2.45  -0.389
H  -2.90  3.82  5.64  0.447
H  -1.21  4.02  5.14  0.353
H  -1.92  2.40  5.18  0.250
H  -4.90  3.21  3.90  0.525
H  -3.93  1.71  3.91  0.188
H  -4.49  2.39  2.37  -0.087

Calculated values
Highest occupied orbital energy (Ha): -0.234
HOMO-LUMO gap (eV): 5.51
Charge: 0
Relative energy (zero: lowest compared OMol25 entry of this formula, charge and spin) (kJ/mol): 75.2
LUMO (eV): -0.85


Table of largest force on an atom (eV/Å), in record order: 2.99 1.52 2.11